1.
Molecular formula: C41H38IN7OP2Pd
Method: DFT, ωB97M-V with the def2-TZVPD basis set

HOMO-LUMO gap (spin up / spin down) = 4.56 / 4.56 eV
maximum force = 0.0682 Eh/bohr
DFT total energy = -85732.64920 eV
lowest unoccupied orbital energy (spin up / spin down) = -13.8 / -13.8 eV
E_HOMO (spin up / spin down) = -18.375 / -18.375 eV
energy above the lowest of the compared OMol25 structures with the same formula, charge and spin = 0.0000 eV
multiplicity = 1
net charge = +4

The geometry in XYZ format:
```
91
C41H38IN7OP2Pd | the Open Molecules 2025 dataset | ωB97M-V with the def2-TZVPD basis set
Pd 0.105 -0.380 0.379
N -2.235 -2.013 3.937
C -1.301 -1.851 3.019
N -1.312 -0.896 2.122
C -2.368 0.021 2.130
N -2.392 1.018 1.299
N -1.440 1.133 0.412
C -1.110 2.222 -0.177
C -0.064 2.151 -1.173
C 0.145 3.162 -2.099
C 1.169 3.032 -3.027
C 1.964 1.897 -3.000
C 1.709 0.923 -2.045
N 0.722 1.049 -1.162
C -3.428 -0.117 3.095
C -4.513 0.767 3.168
C -5.465 0.599 4.148
C -5.363 -0.454 5.066
C -4.310 -1.344 5.005
C -3.337 -1.168 4.029
H -2.143 -2.750 4.626
H -0.480 -2.559 3.010
H -1.586 3.168 0.069
H -0.496 4.034 -2.091
H 1.350 3.812 -3.756
H 2.771 1.757 -3.706
H 2.316 0.028 -1.985
H -4.583 1.577 2.456
H -6.296 1.288 4.218
H -6.114 -0.569 5.836
H -4.230 -2.161 5.713
C -0.340 -4.531 -0.956
N -0.193 -3.116 -0.577
P 1.323 -2.409 -0.212
C 2.563 -3.334 -1.129
C 3.608 -3.971 -0.452
C 4.517 -4.716 -1.185
C 4.417 -4.787 -2.569
C 3.392 -4.125 -3.243
C 2.471 -3.386 -2.526
C 1.695 -2.708 1.538
C 1.297 -3.853 2.231
C 1.784 -4.074 3.511
C 2.666 -3.168 4.093
C 3.059 -2.027 3.406
C 2.561 -1.784 2.135
P -1.205 -1.874 -1.186
C -1.342 -2.279 -2.953
C -0.437 -1.725 -3.863
C -0.490 -2.114 -5.191
C -1.439 -3.045 -5.597
C -2.349 -3.576 -4.688
C -2.315 -3.193 -3.356
C -2.861 -1.994 -0.525
C -3.734 -1.007 -1.014
C -5.041 -0.963 -0.563
C -5.473 -1.898 0.370
C -4.601 -2.871 0.863
C -3.287 -2.913 0.436
H 0.458 -5.108 -0.494
H -0.280 -4.681 -2.035
H -1.301 -4.915 -0.614
H 3.693 -3.920 0.624
H 5.302 -5.247 -0.665
H 5.149 -5.352 -3.131
H 3.329 -4.173 -4.321
H 1.681 -2.859 -3.048
H 0.643 -4.582 1.766
H 1.496 -4.967 4.051
H 3.060 -3.362 5.082
H 3.755 -1.336 3.864
H 2.866 -0.901 1.583
H 0.293 -0.992 -3.538
H 0.212 -1.700 -5.902
H -1.472 -3.363 -6.631
H -3.099 -4.284 -5.013
H -3.042 -3.592 -2.660
H -3.389 -0.300 -1.763
H -5.722 -0.217 -0.950
H -6.500 -1.878 0.710
H -4.960 -3.608 1.569
H -2.611 -3.670 0.817
N 0.733 2.910 3.275
C 1.451 2.091 2.512
O 0.971 1.050 2.025
C 2.896 2.477 2.313
I 3.062 3.967 0.765
H -0.227 2.700 3.497
H 1.139 3.714 3.727
H 3.484 1.624 1.994
H 3.328 2.927 3.202
```

***

2.
Molecular formula: C41H38N3OP2SW
Method: DFT, ωB97M-V with the def2-TZVPD basis set

HOMO-LUMO gap (spin up / spin down) = 5.90 / 6.07 eV
maximum force = 0.0040 Eh/bohr
DFT total energy = -80863.48608 eV
lowest unoccupied orbital energy (spin up / spin down) = -9.9 / -9.8 eV
E_HOMO (spin up / spin down) = -15.764 / -15.844 eV
energy above the lowest of the compared OMol25 structures with the same formula, charge and spin = 0.0000 eV
multiplicity = 3
net charge = +3

The geometry in XYZ format:
```
87
C41H38N3OP2SW | the Open Molecules 2025 dataset | ωB97M-V with the def2-TZVPD basis set
W 0.831 0.245 -0.675
N 0.374 2.643 1.513
P 0.335 0.991 1.822
C -1.304 0.561 2.429
C -1.642 -0.849 2.058
C -3.105 -1.367 2.108
C -4.076 -0.270 2.435
C -3.689 0.968 2.755
C -2.290 1.419 2.698
C 1.572 0.483 2.998
C 2.898 0.370 2.563
C 3.890 0.019 3.460
C 3.561 -0.228 4.790
C 2.245 -0.126 5.225
C 1.247 0.230 4.332
P 0.637 2.719 -0.144
C 2.402 2.891 -0.435
C 2.919 1.984 -1.373
C 4.292 1.798 -1.507
C 5.148 2.537 -0.707
C 4.640 3.449 0.219
C 3.272 3.615 0.374
C -0.334 4.025 -0.848
C -1.592 4.316 -0.315
C -2.374 5.292 -0.909
C -1.909 5.963 -2.036
C -0.661 5.667 -2.570
C 0.133 4.698 -1.978
H 0.456 3.395 2.186
H -0.946 -1.579 2.481
H -3.272 -2.218 2.769
H -5.130 -0.523 2.465
H -4.434 1.701 3.036
H -2.098 2.479 2.821
H 3.160 0.578 1.527
H 4.918 -0.062 3.133
H 4.338 -0.501 5.492
H 2.000 -0.316 6.261
H 0.221 0.316 4.671
H 2.259 1.535 -2.120
H 4.682 1.114 -2.248
H 6.219 2.421 -0.810
H 5.322 4.031 0.826
H 2.894 4.306 1.117
H -1.952 3.791 0.562
H -3.341 5.538 -0.493
H -2.522 6.727 -2.495
H -0.303 6.199 -3.441
H 1.113 4.481 -2.388
C 0.351 -5.800 -0.540
N 0.955 -4.677 -1.290
N 0.739 -3.343 -0.937
C 1.902 -2.618 -1.296
O 2.020 -1.362 -1.108
C 2.772 -3.502 -1.894
C 2.180 -4.754 -1.850
C 2.757 -6.049 -2.285
C -0.447 -2.782 -0.559
C -1.659 -3.549 -0.547
C -2.776 -3.114 0.092
C -2.970 -1.735 0.575
C -1.678 -0.913 0.529
C -0.394 -1.457 -0.027
H 0.037 -5.451 0.440
H 1.116 -6.558 -0.405
H -0.484 -6.230 -1.085
H 3.735 -3.259 -2.309
H 3.574 -5.870 -2.978
H 2.009 -6.679 -2.765
H 3.164 -6.588 -1.425
H -1.667 -4.523 -1.004
H -3.611 -3.807 0.162
H -3.778 -1.321 -0.041
H -1.905 0.074 0.117
H 0.362 -1.546 0.784
S -0.131 0.873 -2.673
C -1.835 0.344 -2.599
C -2.813 1.250 -2.203
C -4.146 0.861 -2.231
C -4.498 -0.407 -2.677
C -3.514 -1.298 -3.089
C -2.175 -0.929 -3.046
H -2.539 2.256 -1.906
H -4.914 1.565 -1.939
H -5.540 -0.691 -2.734
H -3.790 -2.270 -3.477
H -1.408 -1.602 -3.410
```

***

3.
Molecular formula: C41H38N5O5Sr
Method: DFT, ωB97M-V with the def2-TZVPD basis set

HOMO-LUMO gap = 6.80 eV
maximum force = 0.0222 Eh/bohr
DFT total energy = -61661.55083 eV
lowest unoccupied orbital energy = 2.2 eV
E_HOMO = -4.561 eV
energy above the lowest of the compared OMol25 structures with the same formula, charge and spin = 0.6034 eV
multiplicity = 1
net charge = -1

The geometry in XYZ format:
```
90
C41H38N5O5Sr | the Open Molecules 2025 dataset | ωB97M-V with the def2-TZVPD basis set
Sr -0.313 1.817 -0.589
C -2.796 -6.306 1.452
O -2.587 -4.909 1.460
C -2.170 -4.341 2.631
C -1.973 -5.032 3.811
C -1.526 -4.354 4.947
C -1.262 -3.003 4.872
C -1.454 -2.306 3.680
C -1.932 -2.954 2.551
N -2.167 -2.358 1.310
C -2.127 -0.989 1.014
N -2.776 -0.244 1.936
C -2.780 1.174 2.164
C -2.083 2.055 1.359
C -2.197 3.401 1.743
C -2.955 3.841 2.827
C -3.635 2.906 3.601
C -3.535 1.566 3.269
O -4.203 0.586 4.007
C -3.761 0.488 5.351
N -1.590 -0.557 -0.083
C -0.910 -1.527 -0.859
C 0.434 -1.824 -0.644
C 1.083 -2.790 -1.403
C 0.397 -3.475 -2.397
C -0.936 -3.174 -2.641
C -1.584 -2.201 -1.891
O -2.922 -1.985 -2.129
C -3.217 -0.711 -2.717
H -3.104 -6.563 0.442
H -3.583 -6.589 2.156
H -1.875 -6.840 1.701
H -2.165 -6.094 3.857
H -1.378 -4.895 5.872
H -0.892 -2.465 5.735
H -1.217 -1.252 3.631
H -2.123 -2.975 0.515
H -3.333 -0.773 2.585
H -1.673 4.172 1.175
H -3.023 4.896 3.071
H -4.245 3.202 4.447
H -3.998 1.392 5.918
H -2.680 0.323 5.387
H -4.274 -0.362 5.799
H 0.968 -1.274 0.123
H 2.130 -2.996 -1.221
H 0.904 -4.224 -2.992
H -1.502 -3.675 -3.416
H -4.301 -0.625 -2.736
H -2.822 -0.671 -3.735
H -2.800 0.099 -2.122
C 0.722 -0.074 -3.776
N 0.183 1.116 -3.102
C 0.454 2.234 -3.679
C -0.002 3.534 -3.251
C 0.207 4.738 -3.926
C -0.499 5.712 -3.213
C -1.094 5.034 -2.142
N -0.817 3.720 -2.150
C 2.231 -0.103 -3.858
C 2.992 0.031 -2.693
C 4.375 0.007 -2.746
C 5.028 -0.160 -3.965
C 4.284 -0.295 -5.125
C 2.893 -0.263 -5.067
H 0.293 -0.173 -4.780
H 0.393 -0.952 -3.225
H 1.072 2.241 -4.586
H 0.796 4.873 -4.822
H -0.572 6.766 -3.430
H -1.715 5.458 -1.363
H 2.502 0.168 -1.734
H 4.942 0.128 -1.830
H 6.110 -0.177 -4.006
H 4.781 -0.415 -6.080
H 2.310 -0.361 -5.977
O 1.461 3.086 0.452
C 2.192 2.075 0.554
O 1.800 0.888 0.312
C 3.638 2.246 0.936
C 4.223 3.505 0.917
C 5.568 3.649 1.228
C 6.325 2.537 1.575
C 5.738 1.277 1.610
C 4.397 1.133 1.283
H 3.604 4.353 0.654
H 6.029 4.629 1.201
H 7.374 2.652 1.818
H 6.327 0.412 1.887
H 3.913 0.166 1.279
```

***

4.
Molecular formula: C41H39Cl2F5N7O5SeV
Method: DFT, ωB97M-V with the def2-TZVPD basis set

HOMO-LUMO gap (spin up / spin down) = 6.45 / 6.85 eV
maximum force = 0.0845 Eh/bohr
DFT total energy = -193486.56431 eV
lowest unoccupied orbital energy (spin up / spin down) = -0.3 / -0.4 eV
E_HOMO (spin up / spin down) = -6.782 / -7.246 eV
energy above the lowest of the compared OMol25 structures with the same formula, charge and spin = 2.5655 eV
multiplicity = 3

The geometry in XYZ format:
```
101
C41H39Cl2F5N7O5SeV | the Open Molecules 2025 dataset | ωB97M-V with the def2-TZVPD basis set
V 0.592 -0.919 -0.091
Cl 2.081 0.564 7.156
C 1.712 0.237 5.504
C 0.823 -0.799 5.205
C 0.495 -1.070 3.902
Cl -0.605 -2.375 3.658
C 1.015 -0.336 2.790
O 0.704 -0.593 1.581
C 1.949 0.714 3.148
C 2.598 1.497 2.141
O 2.465 1.385 0.926
C 2.264 0.974 4.492
H 0.387 -1.393 5.989
H 3.301 2.257 2.533
H 2.956 1.769 4.719
O 4.555 -2.567 5.421
C 5.439 -2.797 4.362
N 4.824 -2.209 3.200
C 5.510 -1.964 2.066
O 6.696 -2.205 1.954
C 4.716 -1.376 0.939
C 5.411 -0.760 -0.100
C 4.690 -0.230 -1.155
C 3.312 -0.350 -1.151
N 2.640 -0.959 -0.176
C 3.333 -1.460 0.842
H 4.894 -2.975 6.224
H 5.595 -3.876 4.189
H 6.423 -2.325 4.527
H 3.861 -1.945 3.325
H 6.488 -0.722 -0.057
H 5.183 0.258 -1.982
H 2.718 0.028 -1.976
H 2.754 -1.974 1.600
C 0.651 -0.622 -8.617
C 0.660 -0.680 -7.119
C 0.921 -1.864 -6.447
C 0.867 -1.957 -5.066
C 1.165 -3.264 -4.404
C 0.548 -0.816 -4.320
Se 0.255 -0.977 -2.383
C 0.316 0.399 -4.973
C -0.019 1.661 -4.236
C 0.381 0.445 -6.358
H 0.948 -1.578 -9.039
H 1.327 0.149 -8.984
H -0.351 -0.382 -8.974
H 1.165 -2.752 -7.010
H 1.089 -4.087 -5.109
H 0.472 -3.441 -3.583
H 2.174 -3.245 -3.994
H 0.151 1.539 -3.168
H -1.067 1.917 -4.397
H 0.588 2.485 -4.607
H 0.191 1.391 -6.845
C -4.725 3.307 4.946
C -5.113 2.896 3.560
C -6.388 2.422 3.281
C -6.742 2.040 2.002
C -5.826 2.127 0.957
N -6.258 1.752 -0.323
C -5.573 1.571 -1.495
O -6.104 1.780 -2.565
N -4.259 1.142 -1.436
C -3.635 0.282 -0.541
C -4.295 -0.421 0.467
C -3.561 -1.322 1.216
C -2.210 -1.487 0.961
N -1.558 -0.771 0.049
C -2.258 0.082 -0.686
C -4.550 2.614 1.224
C -4.203 2.981 2.511
H -5.598 3.370 5.590
H -4.229 4.275 4.938
H -4.034 2.583 5.376
H -7.118 2.351 4.074
H -7.741 1.678 1.803
H -7.250 1.880 -0.484
H -3.797 1.217 -2.334
H -5.351 -0.305 0.640
H -4.040 -1.911 1.981
H -1.653 -2.236 1.501
H -1.713 0.630 -1.446
H -3.836 2.734 0.423
H -3.206 3.352 2.702
N 1.197 3.867 -0.456
C 0.003 3.952 0.203
C -0.578 2.725 0.073
N 0.237 1.897 -0.640
C 1.291 2.610 -0.940
H 1.898 4.588 -0.503
H -0.327 4.852 0.677
H -1.527 2.392 0.447
H 2.136 2.270 -1.505
F 0.504 -3.337 1.301
C 0.546 -2.930 -0.013
F -0.639 -3.387 -0.545
C 1.671 -3.779 -0.624
F 1.244 -4.915 -1.175
F 2.370 -3.128 -1.574
F 2.582 -4.112 0.308
```

***

5.
Molecular formula: C41H39MgN3O7P2
Method: DFT, ωB97M-V with the def2-TZVPD basis set

HOMO-LUMO gap = 5.29 eV
maximum force = 0.0574 Eh/bohr
DFT total energy = -85964.81259 eV
lowest unoccupied orbital energy = -1.4 eV
E_HOMO = -6.691 eV
energy above the lowest of the compared OMol25 structures with the same formula, charge and spin = 0.0000 eV
multiplicity = 1

The geometry in XYZ format:
```
93
C41H39MgN3O7P2 | the Open Molecules 2025 dataset | ωB97M-V with the def2-TZVPD basis set
Mg 0.148 -0.151 1.841
C -1.617 0.756 -5.267
C -1.606 -0.518 -4.847
C -0.814 -1.635 -5.477
C 0.550 -1.227 -6.083
C 1.398 -0.414 -5.147
C 1.402 0.919 -5.037
C 0.593 1.873 -5.873
C -0.778 1.355 -6.361
C 1.830 0.521 3.010
H -2.334 1.478 -4.847
H -2.352 -0.835 -4.103
H -1.435 -2.096 -6.268
H -0.627 -2.422 -4.726
H 1.101 -2.169 -6.268
H 0.419 -0.734 -7.058
H 2.117 -1.032 -4.586
H 2.165 1.407 -4.414
H 1.203 2.165 -6.750
H 0.416 2.798 -5.295
H -1.332 2.244 -6.718
H -0.665 0.684 -7.227
H 1.568 1.482 3.471
H 2.829 0.544 2.571
H 1.790 -0.259 3.786
P -1.404 -0.665 -0.087
P 1.884 -0.053 -0.035
C -0.347 -0.859 -1.516
C 1.011 -0.689 -1.475
C -2.348 -2.177 0.201
C -2.661 -3.015 -0.882
C -3.389 -4.182 -0.639
C -3.745 -4.525 0.662
C -3.391 -3.716 1.749
C -2.695 -2.529 1.523
C -2.569 0.706 -0.309
C -2.091 2.033 -0.238
C -2.988 3.085 -0.427
C -4.340 2.812 -0.673
C -4.815 1.499 -0.705
C -3.933 0.437 -0.512
C 3.360 -1.082 0.281
C 3.191 -2.348 0.891
C 4.307 -3.151 1.117
C 5.583 -2.688 0.780
C 5.758 -1.413 0.227
C 4.648 -0.603 -0.017
C 2.446 1.640 -0.400
C 2.572 2.584 0.641
C 3.062 3.857 0.359
C 3.362 4.204 -0.963
C 3.161 3.297 -2.007
C 2.689 2.013 -1.731
H -0.871 -1.105 -2.445
H 1.633 -0.945 -2.338
H -2.317 -2.743 -1.878
H -3.663 -4.801 -1.492
H -4.300 -5.444 0.836
H -3.653 -3.991 2.765
H -2.403 -1.886 2.356
H -1.031 2.218 -0.032
H -2.628 4.110 -0.391
H -5.025 3.636 -0.846
H -5.870 1.287 -0.884
H -4.281 -0.599 -0.513
H 2.188 -2.674 1.186
H 4.180 -4.141 1.555
H 6.447 -3.323 0.943
H 6.750 -1.043 -0.023
H 4.764 0.401 -0.435
H 2.290 2.308 1.657
H 3.207 4.573 1.167
H 3.743 5.195 -1.184
H 3.369 3.564 -3.042
H 2.486 1.292 -2.522
O -1.123 1.039 9.500
N -0.935 0.009 8.807
O -0.635 -1.087 9.328
C -1.070 0.107 7.373
C -1.370 1.348 6.797
C -1.335 1.498 5.415
C -1.027 0.397 4.551
O -1.017 0.593 3.296
C -0.730 -0.878 5.147
C -0.796 -1.018 6.550
N -0.321 -1.978 4.308
O -0.330 -3.115 4.787
O 0.062 -1.799 3.094
N -1.465 2.818 4.826
O -1.837 3.744 5.577
O -1.208 2.996 3.616
H -1.576 2.205 7.435
H -0.589 -1.972 7.012
```